a:
Here is a 4-piece molecular cluster, H8O4 overall from the OMol25 dataset. Energies are from the ωB97M-V functional and the def2-TZVPD basis.

Cartesian coordinates (Å):
O -0.5840 -0.8035 0.1281
O -1.5640 1.9430 -0.1232
O 1.1052 2.0001 0.0910
O 1.1750 -2.8047 -0.5053
H -2.3296 2.2980 0.3284
H -1.4000 -1.1276 -0.3019
H 2.1134 -2.9398 -0.3677
H 0.1292 2.0746 0.1624
H 1.0057 -3.0665 0.4542
H 0.2111 -1.3618 0.1196
H -1.4487 1.0029 0.1386
H 1.5867 2.7853 -0.1242



b:
Here is a 4-piece molecular cluster, H8O4 overall from the OMol25 dataset. Energies are from the ωB97M-V functional and the def2-TZVPD basis.

Cartesian coordinates (Å):
O 0.1944 -0.1297 -1.1200
O -0.8526 2.2933 -1.1820
O -1.8396 -1.0467 0.3920
O 2.2134 -0.7587 1.0350
H -0.2066 2.9363 -1.3980
H -0.4676 1.4373 -1.3130
H -1.8646 -0.2217 0.8370
H 2.2374 -1.6507 1.3350
H -1.3386 -1.6547 0.8810
H 1.6464 -0.3277 1.6820
H 0.8594 -0.4147 -0.5160
H -0.5816 -0.4627 -0.6330



Most stable structure, least stable structure: b, a.



a:
Here is a 4-piece molecular cluster, H8O4 overall from the OMol25 dataset. Energies are from the ωB97M-V functional and the def2-TZVPD basis.

Cartesian coordinates (Å):
O -1.8115 22.6353 -6.7638
O -2.3165 21.9616 -1.4437
O 0.2736 21.4497 -2.9149
O -1.5979 23.7175 -3.3520
H -1.0775 24.4757 -3.0434
H -2.4573 22.6594 -2.1096
H 0.0632 21.3319 -3.8798
H -0.3010 22.1578 -2.6816
H -2.0848 23.9835 -4.1300
H -2.6885 21.1002 -1.7198
H -1.3719 23.1877 -7.4379
H -2.7394 22.9431 -6.8484



b:
Here is a 4-piece molecular cluster, H8O4 overall from the OMol25 dataset. Energies are from the ωB97M-V functional and the def2-TZVPD basis.

Cartesian coordinates (Å):
O 13.5637 10.3040 13.3515
O 14.3989 8.2042 15.7891
O 14.7633 5.6471 15.1657
O 11.2763 8.0729 16.2586
H 14.5647 8.8071 15.1142
H 14.7790 6.5435 15.4558
H 14.2412 10.6035 12.7089
H 13.8447 5.4159 15.3063
H 11.2809 7.4931 15.4603
H 12.7249 10.1661 12.9192
H 13.4798 8.1740 15.8826
H 10.7239 7.5284 16.8249



Most stable structure, least stable structure: b, a.



a:
Here is a 4-piece molecular cluster, H8O4 overall from the OMol25 dataset. Energies are from the ωB97M-V functional and the def2-TZVPD basis.

Cartesian coordinates (Å):
O -9.6815 -3.1137 4.9349
O -8.5345 -3.6915 2.7542
O -6.6786 -1.7852 1.7691
O -8.1214 0.2291 3.0877
H -7.2922 -1.3062 2.3409
H -8.7766 -2.9075 5.0846
H -7.8426 -3.2829 2.2241
H -8.5580 -4.5784 2.2723
H -9.1074 0.4084 3.0047
H -5.9519 -1.2247 1.5592
H -9.4677 -3.3683 4.0173
H -8.0040 0.1969 4.0584



b:
Here is a 4-piece molecular cluster, H8O4 overall from the OMol25 dataset. Energies are from the ωB97M-V functional and the def2-TZVPD basis.

Cartesian coordinates (Å):
O 2.0779 -0.8577 -2.5377
O -0.7652 0.5329 -1.5513
O -0.5587 -1.5399 -0.4837
O -0.3335 0.7365 4.1640
H -1.1015 0.9939 3.7153
H 1.2165 -0.3478 -2.5103
H -0.3116 0.8063 -0.8377
H 2.6987 -0.2862 -2.8538
H -0.7031 -0.6778 -0.2627
H -1.6523 0.9393 -1.5442
H -0.6048 -1.9212 0.3984
H 0.0376 1.6217 4.3039



Most stable structure, least stable structure: a, b.



a:
Here is C26H39N5O2 as an isolated structure from the OMol25 dataset. Energies are from the ωB97M-V functional and the def2-TZVPD basis.

Cartesian coordinates (Å):
O 0.8518 1.8649 2.1862
O -1.9367 -1.5812 2.0918
N 2.4958 1.6778 3.4498
N -3.0276 -1.3709 -6.2921
N -2.2266 -0.2054 -4.2449
N -1.0931 0.0077 0.9869
N 4.7356 0.9890 4.9937
C -1.2784 -0.4970 2.0001
C -3.0225 -2.2703 -2.6281
C -1.9726 -1.1762 -0.7667
C 3.3096 2.7621 3.1597
C -2.4680 -0.0911 -7.0356
C -3.7583 0.7080 -7.0910
C -2.4240 -1.1829 -1.9533
C 5.5553 -0.2744 4.2744
C 4.3552 -1.4165 4.2618
C -4.9572 0.2049 -7.8159
C -5.2883 -1.0165 -6.9416
C 4.6275 0.9583 6.5709
C -0.7855 0.0508 3.4854
C -0.8615 0.9419 -1.0620
C 1.2493 1.1934 3.0907
C 0.9260 0.0189 3.2936
C -3.5075 -3.3090 -1.8359
C -1.9730 -0.2984 -2.9728
C -2.7582 -1.6012 -4.8554
C -3.4187 -2.2123 -3.8202
C -1.4140 0.0100 -0.2282
C 4.8052 2.4278 3.1023
C 3.3680 1.6739 6.9038
C 5.2688 2.3641 4.5550
C -1.1356 0.6844 -2.5561
C -3.9563 -1.9144 -6.9968
H 3.0719 1.0729 4.1517
H -1.2278 -0.6076 4.1136
H -4.0576 1.1490 -6.1258
H -1.3771 1.0093 3.6344
H 5.6793 0.0522 3.4107
H 6.3642 2.0390 4.4185
H -3.2976 1.6159 -7.7345
H 2.1330 1.3496 6.6564
H -4.8268 0.0444 -8.7261
H 4.6528 1.9144 2.3638
H -4.3179 -3.0176 -1.2231
H -0.3106 1.6923 -0.8412
H -2.4844 -2.0051 -0.2265
H 4.8947 2.9970 5.1814
H -5.6805 0.6779 -7.8989
H -3.8036 -2.1594 -7.9507
H 4.9062 -2.3471 3.7669
H 4.5195 -0.1397 6.6771
H 3.0412 3.6930 3.9334
H -2.6973 -3.9903 -1.1952
H 3.3934 1.6394 8.1199
H -6.1087 -1.6862 -7.4885
H 1.0451 -0.2257 4.4937
H -4.1404 -4.0891 -2.5044
H 1.2694 -0.8950 2.7680
H -3.8768 -3.0793 -4.6353
H -5.6922 -0.8674 -5.8324
H -4.3886 -3.0907 -6.3198
H 2.8022 3.1103 2.1811
H -0.5144 1.0948 1.1712
H 5.3256 3.3837 2.6516
H 5.5172 1.3576 6.8412
H -0.7941 1.4987 -3.2645
H -1.6802 0.3490 -6.4557
H -2.3844 -0.6135 -7.8901
H 3.5184 -1.3356 3.4881
H 3.9923 -1.7523 5.1597
H 6.0657 -0.5728 5.1117
H 3.1846 2.6138 6.7092



b:
Here is C26H39N5O2 in the gas phase from the OMol25 dataset. Energies are from the ωB97M-V functional and the def2-TZVPD basis.

Cartesian coordinates (Å):
O -0.7152 -3.7765 -2.4503
O -3.5662 -2.9983 0.9538
N 0.2674 2.6164 -2.0612
N -1.5036 -3.1938 1.8503
N -2.2265 -2.3103 -1.5627
N 0.4773 4.8515 -1.6397
N 1.1824 -2.7605 1.5055
C 1.6702 4.8365 -2.4612
C 1.6475 5.9556 0.2020
C -2.0867 -0.0057 -0.9931
C 0.9468 -1.5326 2.2587
C 1.3133 -2.5586 0.0673
C -3.0941 2.2925 0.5994
C -1.5981 -1.0693 -1.7226
C 2.9453 5.9262 -0.6023
C -2.1997 -4.8433 0.2338
C -1.9284 2.3965 -0.3350
C 2.9230 4.7589 -1.5869
C -0.1565 3.6689 -1.3874
C -1.5395 -1.9530 2.5899
C 1.7302 -4.4293 3.2356
C 2.5557 -1.8033 -0.4084
C 0.4502 5.9907 -0.7543
C -1.7379 -3.5480 -1.8389
C -2.5959 -4.6534 -1.2380
C -1.2660 3.5783 -0.4985
C 0.1049 0.3375 -2.6685
C 2.2464 -3.5755 2.0790
C -0.3684 1.4407 -1.9281
C -1.4884 1.2600 -1.0734
C -0.4919 -0.8879 -2.5740
C -0.4714 -0.9812 2.0845
C -2.4964 -3.5839 1.0389
H 1.6083 3.9740 -3.1231
H 1.6686 -0.7468 1.9878
H -2.7887 -5.6598 0.6585
H -0.1232 -1.7295 -3.1362
H 2.6187 -4.2419 1.2978
H -3.2821 3.2462 1.0869
H 1.0955 -1.7603 3.3170
H -1.1425 -5.1003 0.3046
H 1.2959 -3.5459 -0.4033
H 1.3438 -3.8128 4.0432
H -2.4121 -5.5759 -1.7887
H -3.6541 -4.3969 -1.2982
H 0.4286 -2.0225 -0.2779
H -1.6013 4.4445 0.0501
H 1.6845 5.7570 -3.0546
H -0.5461 -0.0506 2.6506
H 0.9334 -5.0861 2.8948
H -1.3711 -2.1697 3.6510
H -2.5389 -1.5260 2.4733
H 1.6233 6.8281 0.8572
H -0.4834 6.0300 -0.1961
H 2.9064 3.8139 -1.0407
H 3.4671 -2.2992 -0.0818
H -2.9037 1.5412 1.3651
H -3.9906 1.9988 0.0552
H 3.0473 6.8640 -1.1544
H -0.6602 -0.7464 1.0362
H 0.9535 0.4925 -3.3160
H -3.0540 -2.2788 -0.9763
H 3.8141 4.7749 -2.2157
H 3.8017 5.8385 0.0693
H -0.5530 -3.5430 1.7280
H -2.9395 -0.1597 -0.3475
H 1.5789 5.0586 0.8218
H 2.5381 -5.0404 3.6300
H 3.0905 -2.9600 2.4257
H 2.5481 -1.7692 -1.4938
H 2.5603 -0.7800 -0.0407
H 0.5079 6.8939 -1.3733



Most stable structure, least stable structure: b, a.